Record 1
Below is the ion C6H13N4 with charge +1 at a distorted geometry, with properties calculated with ωB97M-V/def2-TZVPD.

Atoms and positions in Å:
C (-0.574, -1.694, 0.897)
C (0.486, -1.326, -0.017)
C (0.562, 0.185, -0.400)
C (-2.700, -1.522, 1.659)
C (3.051, 0.340, -0.607)
C (-0.927, 2.056, -1.062)
N (1.208, -2.382, -0.321)
N (-1.676, -1.095, 0.818)
N (1.698, 0.746, -0.771)
N (-0.632, 0.683, -0.647)
H (-0.306, -2.638, 1.423)
H (-3.287, -0.586, 1.862)
H (-2.238, -1.782, 2.531)
H (-3.485, -2.214, 1.186)
H (3.702, 0.892, 0.065)
H (2.891, -0.708, -0.353)
H (3.584, 0.385, -1.594)
H (-1.674, 2.494, -0.327)
H (-1.531, 1.965, -1.919)
H (-0.016, 2.706, -1.239)
H (1.714, -2.231, -1.162)
H (1.529, 1.670, -1.224)
H (-1.336, 0.041, -0.190)

Computed properties:
* multiplicity: 1
* charge: +1
* strongest force on any atom: 4.75 eV/Å
* LUMO energy: -4.54 eV
* structure (SMILES): [H]/N=C(/C=N/C)C(\NC)=[NH+]\C
* E_HOMO: -13.93 eV

These are the Löwdin partial charges, in e, on atoms 1 to 2: atom 1 (C): -0.101, atom 2 (C): -0.195

Record 2
Below is a cluster of 3 separate species, C6H13N4O2 in total at a distorted geometry, with properties calculated with ωB97M-V/def2-TZVPD.

Atoms and positions in Å:
C (-0.668, -0.777, 0.818)
C (3.378, 1.486, 0.161)
C (-5.474, 0.754, 0.751)
C (-1.203, -1.350, -1.960)
C (0.092, -0.633, -1.510)
C (-0.032, 0.059, -0.137)
N (-1.302, 0.377, 0.585)
N (4.586, 1.970, 0.603)
N (-0.831, -1.787, 1.585)
N (2.543, 0.903, 0.971)
O (-6.480, 0.923, 1.233)
O (-4.400, 0.546, 0.349)
H (-0.983, -1.813, -2.942)
H (-2.032, -0.603, -1.966)
H (-1.431, -2.139, -1.305)
H (0.952, -1.328, -1.485)
H (0.363, 0.153, -2.153)
H (3.042, 1.944, -0.777)
H (-2.247, 0.456, 0.117)
H (5.101, 2.639, 0.053)
H (5.078, 1.359, 1.203)
H (-0.166, -2.664, 1.520)
H (-1.561, -1.775, 2.268)
H (0.873, 0.691, 0.145)
H (2.803, 0.610, 1.872)

Computed properties:
* multiplicity: 1
* charge: +1
* strongest force on any atom: 3.80 eV/Å
* LUMO energy: -3.06 eV
* E_HOMO: -12.35 eV

These are the Löwdin partial charges, in e, on atoms 1 to 2: atom 1 (C): -0.301, atom 2 (C): -0.303

Record 3
Below is the ion C6H13N4O3 with charge +1 at a distorted geometry, with properties calculated with ωB97M-V/def2-TZVPD.

Atoms and positions in Å:
C (-1.539, -0.387, 1.696)
C (-0.202, 0.193, -2.167)
C (2.921, 0.147, 1.039)
C (-0.938, 0.755, 0.904)
C (0.254, -0.509, -0.902)
C (1.463, -0.217, 1.276)
N (2.826, 0.955, 2.284)
N (1.023, -1.578, 1.494)
N (1.569, 0.668, 2.498)
N (0.367, 0.429, 0.257)
O (3.624, 1.639, 2.878)
O (1.730, -2.261, 2.190)
O (0.742, 0.969, 3.347)
H (-1.668, -1.290, 1.108)
H (-0.944, -0.612, 2.579)
H (-2.516, -0.069, 2.051)
H (-1.222, 0.558, -2.092)
H (0.458, 1.019, -2.425)
H (-0.169, -0.522, -2.986)
H (3.171, 0.736, 0.156)
H (3.624, -0.687, 1.144)
H (-0.792, 1.611, 1.566)
H (-1.605, 1.054, 0.093)
H (1.236, -0.956, -1.070)
H (-0.435, -1.307, -0.626)
H (0.768, 1.306, -0.094)

Computed properties:
* multiplicity: 1
* charge: +1
* strongest force on any atom: 2.85 eV/Å
* LUMO energy (alpha / beta): -5.58 / -5.58 eV
* structure (SMILES): CC[NH+](CC)[C@@]1(N=O)C[N+](=O)N1[O-]
* E_HOMO (alpha / beta): -12.91 / -12.91 eV

These are the Löwdin partial charges, in e, on atoms 1 to 2: atom 1 (C): -0.056, atom 2 (C): -0.041

Record 4
Below is the ion C6H13N4S with charge +1 at a distorted geometry, with properties calculated with ωB97M-V/def2-TZVPD.

Atoms and positions in Å:
C (-1.122, -2.259, -0.608)
C (-1.489, 0.311, 1.620)
C (-2.390, -0.579, 0.487)
C (0.567, -0.833, 0.739)
C (2.005, 0.988, -0.061)
C (-1.430, 1.280, -1.402)
N (-0.178, 0.051, 1.643)
N (-2.239, -1.669, -0.690)
N (-0.082, -2.046, 0.267)
N (1.054, -0.067, -0.402)
S (-2.466, 1.200, 0.071)
H (-1.000, -3.118, -1.261)
H (-2.033, 0.616, 2.493)
H (-3.332, -0.867, 0.945)
H (1.406, -1.181, 1.374)
H (2.808, 0.637, 0.597)
H (2.444, 1.361, -0.980)
H (1.478, 1.812, 0.422)
H (-1.336, 2.328, -1.670)
H (-1.959, 0.738, -2.182)
H (-0.452, 0.831, -1.216)
H (0.431, 0.687, 2.143)
H (0.565, -2.821, 0.283)
H (1.483, -0.700, -1.072)

Computed properties:
* multiplicity: 1
* charge: +1
* strongest force on any atom: 5.39 eV/Å
* LUMO energy: -3.15 eV
* E_HOMO: -13.23 eV

These are the Löwdin partial charges, in e, on atoms 1 to 2: atom 1 (C): -0.236, atom 2 (C): -0.233

Record 5
Below is the ion C6H13N4S with charge +1 at a distorted geometry, with properties calculated with ωB97M-V/def2-TZVPD.

Atoms and positions in Å:
C (-0.211, 0.014, -1.829)
C (0.567, 0.379, -0.709)
C (-0.014, -1.650, 2.223)
C (-0.886, 0.810, 2.523)
C (2.743, 1.662, -2.108)
C (0.043, -0.242, 1.793)
N (-1.283, -0.821, -0.146)
N (-1.303, -0.646, -1.439)
N (-0.305, -0.160, 0.389)
N (-2.169, -1.146, -2.322)
S (1.969, 1.322, -0.428)
H (-0.034, 0.113, -2.898)
H (0.311, -1.758, 3.228)
H (0.649, -2.177, 1.427)
H (-1.035, -2.047, 2.274)
H (-0.656, 0.960, 3.532)
H (-1.923, 0.505, 2.403)
H (-0.708, 1.758, 2.046)
H (3.760, 2.138, -1.927)
H (2.113, 2.376, -2.636)
H (2.731, 0.676, -2.553)
H (1.179, 0.129, 1.719)
H (-2.742, -0.384, -2.613)
H (-2.794, -1.812, -1.950)

Computed properties:
* multiplicity: 1
* charge: +1
* strongest force on any atom: 5.70 eV/Å
* LUMO energy (alpha / beta): -3.40 / -3.40 eV
* structure (SMILES): CSc1cn(N)n[n+]1C(C)C
* E_HOMO (alpha / beta): -12.64 / -12.64 eV

These are the Löwdin partial charges, in e, on atoms 1 to 2: atom 1 (C): -0.014, atom 2 (C): -0.442

Record 6
Below is a structure of composition C6H13N5 at a distorted geometry, with properties calculated with ωB97M-V/def2-TZVPD.

Atoms and positions in Å:
C (5.145, -1.277, -0.229)
C (4.155, -0.553, -0.773)
C (1.661, 0.606, 1.489)
C (2.872, -0.221, 1.213)
C (5.078, -1.767, 1.199)
C (2.058, 0.830, -0.680)
N (3.049, -0.091, -0.074)
N (1.181, 1.089, 0.409)
N (4.507, -0.765, 2.085)
N (-9.116, 1.740, -2.059)
N (4.367, -1.148, 3.290)
H (5.968, -1.711, -0.924)
H (4.236, -0.296, -1.852)
H (1.082, 0.768, 2.425)
H (4.597, -2.795, 1.343)
H (6.042, -2.082, 1.415)
H (2.667, 1.654, -0.773)
H (1.676, 0.315, -1.501)
H (-8.650, 0.852, -1.718)
H (-9.971, 1.782, -1.526)
H (-8.364, 2.422, -1.901)
H (3.899, -0.669, 4.037)
H (-9.265, 1.879, -3.025)
H (4.230, -2.186, 3.540)

Computed properties:
* multiplicity: 1
* charge: +2
* strongest force on any atom: 5.14 eV/Å
* LUMO energy: -6.07 eV
* E_HOMO: -14.03 eV

These are the Löwdin partial charges, in e, on atoms 1 to 2: atom 1 (C): -0.006, atom 2 (C): -0.067

Record 7
Below is a cluster of 2 separate species, C6H13NO in total at a distorted geometry, with properties calculated with ωB97M-V/def2-TZVPD.

Atoms and positions in Å:
C (-1.828, -0.448, -0.192)
C (-0.469, -0.265, 0.373)
C (-0.043, 0.969, 0.684)
N (-0.751, 2.135, 0.383)
C (0.470, -1.441, 0.511)
C (1.840, -1.175, 1.139)
C (2.958, -1.417, 0.508)
H (-2.312, -1.416, -0.306)
H (-2.557, -0.016, 0.531)
H (-2.069, 0.170, -1.065)
H (0.933, 1.109, 1.127)
H (-1.663, 1.903, 0.044)
H (-0.807, 2.862, 1.060)
H (0.618, -1.885, -0.483)
H (-0.003, -2.255, 1.077)
H (1.633, -0.713, 2.100)
H (3.928, -1.278, 0.977)
H (3.009, -1.763, -0.515)
H (-0.927, 0.931, -2.991)
H (-0.617, 2.290, -2.323)
O (-1.342, 1.704, -2.639)

Computed properties:
* multiplicity: 1
* strongest force on any atom: 2.96 eV/Å
* LUMO energy: 0.89 eV
* structure (SMILES): C=CC/C(C)=C/N.O
* E_HOMO: -7.83 eV

These are the Löwdin partial charges, in e, on atoms 1 to 2: atom 1 (C): -0.081, atom 2 (C): -0.304

Record 8
Below is a cluster of 2 separate species, C6H13NO in total at a distorted geometry, with properties calculated with ωB97M-V/def2-TZVPD.

Atoms and positions in Å:
C (2.577, -0.515, -0.113)
C (2.349, 0.427, 1.094)
C (0.931, 0.457, 1.663)
C (-0.134, 0.613, 0.591)
C (-1.105, -0.298, 0.528)
N (-2.088, -0.206, -0.482)
C (-3.208, -0.768, -0.364)
H (3.418, -0.173, -0.703)
H (2.650, -1.560, 0.206)
H (1.687, -0.583, -0.743)
H (3.055, 0.083, 1.845)
H (2.759, 1.392, 0.835)
H (0.682, -0.376, 2.319)
H (0.915, 1.311, 2.360)
H (-0.003, 1.471, -0.060)
H (-1.081, -1.218, 1.114)
H (-3.460, -1.394, 0.494)
H (-3.926, -0.650, -1.156)
H (-1.267, 0.816, -3.356)
H (-2.519, 0.271, -2.697)
O (-2.230, 0.899, -3.376)

Computed properties:
* multiplicity: 1
* strongest force on any atom: 1.74 eV/Å
* LUMO energy: 0.73 eV
* structure (SMILES): C=N/C=C/CCC.O
* E_HOMO: -9.26 eV

These are the Löwdin partial charges, in e, on atoms 1 to 2: atom 1 (C): -0.105, atom 2 (C): -0.258

Record 9
Below is an isolated molecule of C6H13NO at a distorted geometry, with properties calculated with ωB97M-V/def2-TZVPD.

Atoms and positions in Å:
C (0.665, 0.981, -0.460)
N (-0.504, 1.309, 0.394)
C (-0.211, 1.430, 1.801)
C (-1.243, 0.874, 2.704)
O (-1.299, 0.907, 3.904)
C (0.967, -0.511, -0.386)
C (0.155, -1.896, -2.368)
C (-0.240, -1.324, -0.984)
H (1.573, 1.578, -0.054)
H (0.416, 1.327, -1.494)
H (-0.995, 2.053, -0.074)
H (-0.005, 2.465, 2.122)
H (0.715, 0.927, 2.147)
H (-2.045, 0.397, 2.117)
H (1.939, -0.793, -0.835)
H (1.102, -0.881, 0.637)
H (0.911, -2.633, -2.146)
H (0.508, -1.064, -2.976)
H (-0.732, -2.428, -2.762)
H (-0.563, -2.046, -0.236)
H (-1.114, -0.673, -1.051)

Computed properties:
* multiplicity: 1
* strongest force on any atom: 2.22 eV/Å
* LUMO energy: 0.95 eV
* structure (SMILES): CCCCNCC=O
* E_HOMO: -9.20 eV

These are the Löwdin partial charges, in e, on atoms 1 to 2: atom 1 (C): -0.237, atom 2 (N): -0.084

Record 10
Below is an isolated molecule of C6H13NO at a distorted geometry, with properties calculated with ωB97M-V/def2-TZVPD.

Atoms and positions in Å:
C (0.467, -1.060, -0.007)
C (-0.026, -1.389, -1.412)
C (1.925, -1.495, 0.155)
C (-0.481, 2.658, 0.356)
N (0.362, 0.357, 0.290)
C (-0.761, 1.171, 0.351)
C (-2.033, 0.751, 0.416)
O (-0.287, -1.764, 0.953)
H (-0.408, -1.090, 1.645)
H (1.192, 0.874, 0.004)
H (0.522, -0.824, -2.173)
H (0.088, -2.458, -1.623)
H (2.286, -1.280, 1.168)
H (2.583, -0.981, -0.554)
H (2.030, -2.576, 0.008)
H (-1.092, -1.170, -1.531)
H (0.157, 2.919, 1.207)
H (-1.396, 3.256, 0.430)
H (0.033, 2.949, -0.566)
H (-2.861, 1.451, 0.465)
H (-2.299, -0.300, 0.418)

Computed properties:
* multiplicity: 1
* strongest force on any atom: 1.68 eV/Å
* LUMO energy: 0.89 eV
* structure (SMILES): C=C(C)NC(C)(C)O
* E_HOMO: -8.15 eV

These are the Löwdin partial charges, in e, on atoms 1 to 2: atom 1 (C): -0.652, atom 2 (C): -0.017

Record 11
Below is an isolated molecule of C6H13NO at a distorted geometry, with properties calculated with ωB97M-V/def2-TZVPD.

Atoms and positions in Å:
C (-0.058, 0.592, -0.279)
C (0.465, 1.993, -0.081)
C (-0.786, 0.384, -1.579)
C (0.202, -1.987, -0.002)
N (-0.982, 0.159, 1.162)
C (0.651, -0.574, 0.296)
C (1.954, -0.396, 0.695)
O (-2.173, -0.641, 1.186)
H (-2.893, -0.029, 0.981)
H (-0.563, 0.231, 2.091)
H (-0.382, 2.680, -0.063)
H (1.136, 2.256, -0.901)
H (0.999, 2.123, 0.855)
H (-0.068, 0.089, -2.347)
H (-1.311, 1.289, -1.883)
H (-1.529, -0.410, -1.512)
H (0.738, -2.381, -0.865)
H (0.418, -2.620, 0.860)
H (-0.868, -2.062, -0.180)
H (2.463, 0.552, 0.680)
H (2.588, -1.249, 0.886)

Computed properties:
* multiplicity: 1
* strongest force on any atom: 4.83 eV/Å
* LUMO energy: 0.82 eV
* structure (SMILES): C=C(C)C(C)(C)NO
* E_HOMO: -7.14 eV

These are the Löwdin partial charges, in e, on atoms 1 to 2: atom 1 (C): -0.356, atom 2 (C): -0.049

- Which value of multiplicity does entry 1 give?
  1